(1)
Computed, not measured: the molecule C6H10O, with ωB97M-V with the def2-TZVPD basis set.

Values from the calculation:
Frontier orbital gap: 10.448 eV
HOMO level: -9.4 eV
Calculated total energy: -309.8351 hartree
Energy relative to the best compared isomer or geometry (same formula, charge and spin): 4.6 kcal per mole
Structure (SMILES): O[C@@H]1C=CCCC1

```
17
C6H10O | OMol25 | ωB97M-V with the def2-TZVPD basis set
O 2.1709 -0.8602 0.8196
C 1.2842 -0.4261 -0.1990
C 1.0957 1.0638 -0.0714
C -0.0965 1.6423 -0.0826
C -1.3590 0.8352 -0.2041
C -1.2397 -0.5928 0.3297
C -0.0131 -1.2683 -0.2684
H 1.6474 -0.7962 1.6303
H 1.7953 -0.5965 -1.1536
H 2.0127 1.6527 -0.0326
H -0.1833 2.7273 -0.1078
H -1.5524 0.7486 -1.2851
H -2.1824 1.3722 0.2807
H -1.1803 -0.5931 1.4245
H -2.1281 -1.1794 0.0545
H 0.1302 -2.2553 0.1932
H -0.2015 -1.4744 -1.3277
```

(2)
Computed, not measured: a structure of composition C24H30BCoIN9O, with ωB97M-V with the def2-TZVPD basis set.

Values from the calculation:
Frontier orbital gap (alpha / beta): 7.585 / 7.622 eV
2S+1: 2
HOMO level (alpha / beta): -11.1 / -11.1 eV
Calculated total energy: -3205.7849 hartree
Total charge: +1

```
67
C24H30BCoIN9O | OMol25 | ωB97M-V with the def2-TZVPD basis set
Co 0.1212 -0.0056 -0.1627
C -2.0110 -1.3735 2.3821
C -2.5850 -0.7988 1.1282
C -3.9311 -0.6199 0.7807
C -3.9088 0.1177 -0.3822
N -2.6251 0.3444 -0.7197
N -1.8162 -0.2412 0.1980
B -2.0121 1.5408 -1.5161
N -1.3099 2.4201 -0.4235
C -1.6542 3.5770 0.1689
C -0.7615 3.8364 1.1858
C 0.1150 2.7449 1.1863
C 1.2598 2.4422 2.0951
N -0.2327 1.9034 0.2193
N -0.9236 1.0962 -2.5303
C -0.8193 1.5134 -3.8071
C 0.4702 1.2975 -4.2281
C 1.1297 0.7533 -3.1149
C 2.5883 0.4694 -2.9787
N 0.2673 0.5957 -2.1163
N -3.0681 2.3008 -2.2840
C -3.1030 3.5943 -2.6979
C -4.1010 3.7098 -3.6270
C -4.6359 2.4071 -3.7495
C -5.7414 1.9399 -4.6391
N -3.9998 1.5671 -2.9512
H -2.1232 -2.4570 2.4454
H -2.5252 -0.9498 3.2445
H -0.9526 -1.1197 2.4709
H -4.7974 -0.9511 1.3281
H -4.7031 0.5103 -0.9919
H -2.5152 4.1378 -0.1496
H -0.7469 4.6917 1.8391
H 1.7437 3.3598 2.4240
H 2.0027 1.8264 1.5866
H 0.9213 1.9091 2.9858
H -1.6650 1.9429 -4.3193
H 0.8953 1.5306 -5.1893
H 3.1577 1.3710 -3.2070
H 2.9194 -0.3077 -3.6703
H 2.8334 0.1779 -1.9611
H -2.3952 4.3283 -2.3513
H -4.4086 4.6023 -4.1461
H -6.3463 2.7801 -4.9755
H -6.3858 1.2349 -4.1157
H -5.3436 1.4367 -5.5213
I -3.4202 -5.1384 0.1757
C -1.5632 -4.4274 0.7794
C -0.9073 -4.9494 1.8902
C 0.2880 -4.3814 2.2909
C 0.8262 -3.3366 1.5611
N 0.1999 -2.8765 0.4782
C -0.9855 -3.3810 0.0944
H -1.3373 -5.7752 2.4417
H 0.8114 -4.7450 3.1632
H 1.7467 -2.8419 1.8331
H -1.4531 -2.8959 -0.7502
C 3.2159 -1.8501 0.0107
O 1.9253 -1.2500 0.2260
C 0.7681 -1.7750 -0.4176
C 1.0322 -2.4388 -1.7554
H 3.2193 -2.9027 0.2987
H 3.9177 -1.2992 0.6309
H 3.5175 -1.7748 -1.0315
H 1.5636 -1.7520 -2.4039
H 0.0938 -2.6720 -2.2547
H 1.6149 -3.3608 -1.6663
```

(3)
Computed, not measured: the molecule C21H21N9O3 in a non-equilibrium geometry, with ωB97M-V with the def2-TZVPD basis set.

Values from the calculation:
Frontier orbital gap: 7.845 eV
HOMO level: -7.9 eV
Calculated total energy: -1531.2625 hartree
Energy relative to the best compared isomer or geometry (same formula, charge and spin): 0.0 kcal per mole
Structure (SMILES): C/C(=N\NC(=O)c1nnn(-c2nonc2N)c1CN(C)c1ccccc1)c1ccc(O)cc1

```
54
C21H21N9O3 | OMol25 | ωB97M-V with the def2-TZVPD basis set
C -1.8544 1.1621 -3.2953
C -1.5084 2.1511 -2.2115
N -1.2155 1.8494 -1.0057
N -1.1566 0.5825 -0.5684
C -0.9121 0.3025 0.7414
O -0.7548 1.1265 1.6159
C -0.8747 -1.1567 0.9717
N -1.3816 -2.0349 0.0735
N -1.2506 -3.2193 0.5136
N -0.6470 -3.1687 1.7153
C -0.3867 -4.3398 2.3869
N 0.0199 -4.4510 3.6210
O 0.1420 -5.7568 3.8689
N -0.1928 -6.5078 2.7928
C -0.5307 -5.6749 1.8380
N -0.8812 -5.9862 0.5842
C -0.3896 -1.8754 2.0584
C 0.4026 -1.4498 3.2446
N 1.6069 -0.7381 2.8430
C 1.7428 0.6123 3.3423
C 2.1769 -1.0816 1.6235
C 2.3718 -2.4348 1.3202
C 2.9169 -2.8183 0.1128
C 3.2942 -1.8657 -0.8205
C 3.1292 -0.5248 -0.5210
C 2.5763 -0.1305 0.6833
C -1.4921 3.5795 -2.5310
C -1.4359 4.0482 -3.8447
C -1.4129 5.4003 -4.1151
C -1.4500 6.3237 -3.0745
O -1.4352 7.6457 -3.3834
C -1.4984 5.8681 -1.7597
C -1.5157 4.5164 -1.4947
H -2.2973 0.2584 -2.8784
H -2.5699 1.5982 -3.9865
H -0.9586 0.8807 -3.8497
H -1.3144 -0.2144 -1.1862
H -1.0704 -6.9472 0.3644
H -1.2611 -5.2402 0.0197
H 0.6465 -2.3310 3.8509
H -0.2068 -0.7704 3.8461
H 1.0263 1.3074 2.8956
H 1.5906 0.5917 4.4220
H 2.7572 0.9562 3.1492
H 2.1142 -3.1849 2.0535
H 3.0553 -3.8691 -0.0990
H 3.7169 -2.1677 -1.7668
H 3.4208 0.2281 -1.2392
H 2.4279 0.9191 0.8799
H -1.3865 3.3573 -4.6718
H -1.3641 5.7649 -5.1288
H -1.4567 8.1720 -2.5747
H -1.5233 6.5817 -0.9464
H -1.5490 4.1559 -0.4795
```

(4)
Computed, not measured: a cluster of 3 separate species, C11H27NO4 in total, with ωB97M-V with the def2-TZVPD basis set.

Values from the calculation:
Frontier orbital gap: 10.163 eV
HOMO level: -9.4 eV
Calculated total energy: -791.0116 hartree
Structure (SMILES): CCNC(=O)OCC(C)C.CCO.CCO

```
43
C11H27NO4 | OMol25 | ωB97M-V with the def2-TZVPD basis set
C 2.3214 -2.2190 -1.0823
C 1.7447 -1.7480 0.2480
N 1.2599 -0.3646 0.1604
C 0.0178 -0.1529 0.8113
O -0.1039 0.0070 2.0089
O -0.9969 -0.0832 -0.0626
C -2.2833 -0.5196 0.4018
C -2.5940 -1.9832 0.0469
C -2.3351 -2.9405 1.2009
C -1.8865 -2.4026 -1.2388
H 3.1289 -1.5583 -1.3916
H 2.7437 -3.2202 -0.9908
H 1.5587 -2.2380 -1.8569
H 2.5284 -1.8276 1.0030
H 0.9441 -2.4237 0.5459
H 1.9285 0.2894 0.5374
H -2.4068 -0.3147 1.4615
H -3.0091 0.1089 -0.1081
H -3.6648 -2.0016 -0.1691
H -1.2752 -3.0471 1.4361
H -2.8651 -2.6411 2.1038
H -2.6980 -3.9368 0.9377
H -2.1546 -1.7059 -2.0352
H -0.8034 -2.3813 -1.1510
H -2.2105 -3.3930 -1.5544
C -2.3096 4.0374 3.0584
C -2.8477 2.6648 2.6995
O -2.5628 2.3145 1.3497
H -2.7302 4.7949 2.3963
H -2.5537 4.2980 4.0894
H -1.2234 4.0649 2.9458
H -3.9326 2.6433 2.7976
H -2.4288 1.9050 3.3689
H -1.6061 2.3058 1.2477
C 3.4779 2.3162 -2.7686
C 4.2508 1.0588 -2.4169
O 4.1065 0.0597 -3.4234
H 2.4211 2.0833 -2.8993
H 3.5771 3.0720 -1.9877
H 3.8420 2.7427 -3.7063
H 3.8702 0.6265 -1.4927
H 5.3138 1.2842 -2.2775
H 4.4468 0.4258 -4.2437
```

(5)
Computed, not measured: a structure of composition C5H6O, with ωB97M-V with the def2-TZVPD basis set.

Values from the calculation:
Frontier orbital gap: 8.894 eV
HOMO level: -8.9 eV
Calculated total energy: -269.1362 hartree
Energy relative to the best compared isomer or geometry (same formula, charge and spin): 131.8 kcal per mole

```
12
C5H6O | OMol25 | ωB97M-V with the def2-TZVPD basis set
C -1.8101 0.3062 -0.4875
C -1.4827 -0.7571 0.2982
C -0.1687 -0.4218 0.2147
C 1.0066 -0.6294 -0.7002
O 1.8704 0.0053 0.2584
C 0.7615 0.3232 1.1189
H -2.7656 0.8091 -0.5362
H -1.0086 0.8990 -0.9617
H 1.1967 -1.6968 -0.8423
H 1.0082 -0.1255 -1.6800
H 0.5939 1.4101 1.2034
H 0.7984 -0.1223 2.1144
```

(6)
Computed, not measured: a cluster of 2 separate species, CH8NSi in total in a non-equilibrium geometry, with ωB97M-V with the def2-TZVPD basis set.

Values from the calculation:
Frontier orbital gap: 10.055 eV
HOMO level: -15.1 eV
Calculated total energy: -386.7050 hartree
Total charge: +1
Energy relative to the best compared isomer or geometry (same formula, charge and spin): 106.1 kcal per mole

```
11
CH8NSi | OMol25 | ωB97M-V with the def2-TZVPD basis set
C -0.2819 0.5665 0.1869
N -1.3259 -0.4710 0.0559
Si 1.4626 -0.1709 0.0128
H -0.2763 1.8614 -1.2276
H -0.5104 1.3624 0.9470
H -1.0776 -1.2609 0.7955
H -2.1673 0.1415 0.3221
H -1.4321 -0.9735 -0.7584
H 1.3871 -1.3540 0.7284
H 1.5330 -0.4576 -1.3908
H 2.6888 0.7560 0.3283
```

(7)
Computed, not measured: a structure of composition C33H41CeFN5O2Si in a non-equilibrium geometry, with ωB97M-V with the def2-TZVPD basis set.

Values from the calculation:
Frontier orbital gap (alpha / beta): 5.686 / 5.675 eV
HOMO level (alpha / beta): -15.7 / -15.7 eV
Calculated total energy: -2570.0997 hartree
Total charge: +3
Energy relative to the best compared isomer or geometry (same formula, charge and spin): 0.0 kcal per mole

```
84
C33H41CeFN5O2Si | OMol25 | ωB97M-V with the def2-TZVPD basis set
Ce 0.4346 -0.8093 -0.0849
C 6.6595 2.8793 -2.1902
C 5.2908 2.3090 -2.0212
C 4.1806 2.9177 -2.5536
C 2.8744 2.4086 -2.3580
C 1.8078 3.1445 -2.8943
N 0.5433 2.8486 -2.7505
C -0.5297 3.6693 -3.2755
C -1.9045 3.0130 -3.1635
C -2.6918 3.3660 -1.9057
N -2.0839 2.8810 -0.6854
C -2.5356 3.1837 0.5059
C -2.1643 2.5580 1.7047
C -2.8102 2.9754 2.8924
C -2.5868 2.3646 4.1028
C -3.2880 2.7754 5.3545
C -1.6908 1.2936 4.1263
C -1.0397 0.8069 2.9992
C -0.2378 -0.3731 3.2099
N 0.2703 -1.1495 2.3277
C 0.9193 -2.3477 2.8505
C 2.0510 -2.8556 1.9547
C 3.1538 -1.8166 1.7223
N 2.8245 -0.8776 0.6509
C 3.8162 -0.4763 -0.0539
C 3.8320 0.6092 -1.0086
C 5.0886 1.1411 -1.2825
C 2.6564 1.2114 -1.5750
O 1.4752 0.7283 -1.4220
C -1.2262 1.4540 1.7278
O -0.5980 1.0981 0.6696
H 6.6155 3.8693 -2.6334
H 7.2657 2.2399 -2.8300
H 7.1620 2.9547 -1.2284
H 4.2944 3.8151 -3.1430
H 2.0451 4.0450 -3.4545
H 0.3591 1.9701 -2.2516
H -0.3202 3.8729 -4.3304
H -0.5315 4.6288 -2.7492
H -1.8098 1.9297 -3.2549
H -2.5063 3.3554 -4.0070
H -3.6931 2.9289 -2.0039
H -2.8151 4.4496 -1.8232
H -1.3978 2.1211 -0.7136
H -3.2974 3.9547 0.5526
H -3.5101 3.7928 2.8328
H -3.9769 3.5948 5.1762
H -2.5736 3.0849 6.1147
H -3.8465 1.9301 5.7542
H -1.5239 0.7948 5.0713
H -0.1198 -0.6330 4.2685
H 0.1524 -3.1302 2.9264
H 1.3078 -2.1554 3.8600
H 1.6547 -3.1901 0.9854
H 2.4871 -3.7283 2.4454
H 4.0960 -2.3356 1.5020
H 3.3039 -1.2240 2.6354
H 4.8083 -0.9055 0.1332
H 5.9561 0.6496 -0.8644
C -2.6680 -0.3905 -1.2275
Si -2.7948 -2.1977 -0.5057
C -3.6635 -2.0488 1.1962
C -3.7333 -3.2876 -1.7503
N -1.1017 -2.4987 -0.3890
C -0.5271 -3.7245 -0.5272
C -1.1087 -4.9576 -0.1682
C -0.4375 -6.1474 -0.3608
C 0.8375 -6.1776 -0.9142
C 1.4521 -4.9897 -1.2828
C 0.7631 -3.8199 -1.0756
F 1.3839 -2.5617 -1.4241
H -3.3617 -0.2537 -2.0495
H -1.6427 -0.1990 -1.6212
H -2.9248 0.3443 -0.4653
H -4.4065 -1.2570 1.1804
H -2.9589 -1.8277 1.9960
H -4.1826 -2.9644 1.4606
H -4.7971 -3.0767 -1.7347
H -3.6055 -4.3419 -1.5299
H -3.3719 -3.1294 -2.7627
H -2.0895 -4.9366 0.2822
H -0.9146 -7.0744 -0.0828
H 1.3460 -7.1151 -1.0553
H 2.4333 -4.9751 -1.7299
```

(8)
Computed, not measured: a structure of composition C6H10N2OS in a non-equilibrium geometry, with ωB97M-V with the def2-TZVPD basis set.

Values from the calculation:
Frontier orbital gap: 9.747 eV
HOMO level: -8.8 eV
Calculated total energy: -817.4160 hartree
Energy relative to the best compared isomer or geometry (same formula, charge and spin): 110.3 kcal per mole

```
20
C6H10N2OS | OMol25 | ωB97M-V with the def2-TZVPD basis set
C 1.8074 -1.4084 1.0693
C 2.3257 -2.6751 0.9023
C 0.5676 -1.5028 0.4230
C -0.6160 1.0232 1.1078
C -1.0189 1.8258 -2.1773
C -0.5824 0.0397 0.0150
N 0.3288 -2.7261 -0.0740
N 1.4161 -3.4236 0.2293
O 1.3350 1.5228 -0.8916
S 0.3328 0.6952 -1.4979
H 2.1160 -0.5193 1.5122
H 3.3447 -3.0389 1.2273
H 0.3866 1.3604 1.0886
H -0.8384 0.4007 1.9225
H -1.4770 1.8150 0.8202
H -0.5752 2.3768 -2.9893
H -1.2687 2.4968 -1.5033
H -1.8352 1.1942 -2.3288
H -1.5133 -0.3706 -0.4446
H 1.3384 -4.3281 -0.2048
```

(9)
Computed, not measured: a cluster of 2 separate species, C3H4O5P in total in a non-equilibrium geometry, with ωB97M-V with the def2-TZVPD basis set.

Values from the calculation:
Frontier orbital gap: 9.043 eV
HOMO level: -5.1 eV
Calculated total energy: -834.3931 hartree
Total charge: -1
Energy relative to the best compared isomer or geometry (same formula, charge and spin): 0.0 kcal per mole

```
13
C3H4O5P | OMol25 | ωB97M-V with the def2-TZVPD basis set
C 0.0096 -1.6640 0.2768
C -3.0761 -0.1473 -0.2951
C 1.9165 0.8972 -0.1317
O -1.5402 0.3485 1.3447
O 1.1166 -2.1269 0.1841
O -3.5944 0.8606 -0.4295
O -0.8462 0.4269 -1.1813
O 0.8066 0.9365 0.7225
P -0.5548 0.1245 0.2542
H -0.8760 -2.3388 0.3156
H 1.6228 0.5841 -1.1369
H 2.6653 0.1974 0.2559
H 2.3503 1.9012 -0.1794
```

(10)
Computed, not measured: a structure of composition C8H10CsN in a non-equilibrium geometry, with ωB97M-V with the def2-TZVPD basis set.

Values from the calculation:
Frontier orbital gap: 3.928 eV
HOMO level: -4.9 eV
Calculated total energy: -385.1933 hartree

```
20
C8H10CsN | OMol25 | ωB97M-V with the def2-TZVPD basis set
C -1.7328 0.8083 -2.6896
C -0.7953 0.2001 -1.4803
C 0.2125 -1.0382 -1.8625
C 1.1121 -1.6680 -0.6043
C 1.0462 -1.0827 0.9347
C 0.0092 0.1605 1.2171
C -0.1376 0.7511 2.7415
N 1.1963 1.0549 3.3867
C -0.9310 0.8524 0.0363
H -1.9684 -0.0969 -3.4224
H -1.2024 1.6264 -3.3408
H -2.7233 1.2085 -2.1599
H 0.3241 -1.4896 -2.9472
H 1.8079 -2.5814 -0.8795
H 1.7081 -1.5365 1.7866
H -0.7783 1.7360 2.7875
H -0.6594 -0.0699 3.4314
H 1.7849 1.6020 2.7211
H -1.6581 1.7623 0.2773
Cs 3.3852 -2.1993 0.0662
```

(11)
Computed, not measured: the molecule C3H5N3S in a non-equilibrium geometry, with ωB97M-V with the def2-TZVPD basis set.

Values from the calculation:
Frontier orbital gap: 8.774 eV
HOMO level: -8.9 eV
Calculated total energy: -679.7133 hartree
Energy relative to the best compared isomer or geometry (same formula, charge and spin): 45.1 kcal per mole
Structure (SMILES): [H]/N=C1/NCC(=S)N1

```
12
C3H5N3S | OMol25 | ωB97M-V with the def2-TZVPD basis set
H 1.9029 -1.9168 -0.0593
N 2.1622 -0.9131 0.0060
C 0.9653 -0.4370 -0.1884
N 0.6657 0.8113 -0.4335
C -0.6360 1.2591 0.2146
C -1.2587 -0.1124 0.0075
S -2.8308 -0.5722 -0.1692
N -0.2364 -1.0768 0.0236
H 1.5485 1.3682 -0.4786
H -0.6547 1.6699 1.1411
H -1.3398 2.0955 -0.3555
H -0.2881 -2.1757 0.2917
```

(12)
Computed, not measured: a structure of composition C8H20AuClFeO in a non-equilibrium geometry, with ωB97M-V with the def2-TZVPD basis set.

Values from the calculation:
Frontier orbital gap (alpha / beta): 5.502 / 3.649 eV
2S+1: 8
HOMO level (alpha / beta): -2.6 / -3.1 eV
Calculated total energy: -2251.3455 hartree
Total charge: -1
Energy relative to the best compared isomer or geometry (same formula, charge and spin): 50.1 kcal per mole

```
32
C8H20AuClFeO | OMol25 | ωB97M-V with the def2-TZVPD basis set
Fe 0.8760 0.4460 -4.7270
Cl 0.8758 1.8786 -3.1567
C -0.8049 0.2201 -5.6995
C 2.5572 -0.5014 -5.0406
H -0.7369 -0.5317 -6.4944
H -1.6126 -0.0798 -5.0190
H -1.1221 1.1669 -6.1562
H 2.4897 -1.2243 -5.8619
H 2.8745 -1.0425 -4.1395
H 3.3647 0.2041 -5.2770
Au 0.0000 -0.0004 -0.0372
C -1.5263 1.2826 -0.7080
C -0.4758 -1.7302 0.4918
H -2.0424 0.8182 -1.5645
H -2.2816 1.4123 0.0843
H -1.1689 2.2756 -1.0145
H 0.2402 -2.4890 0.8375
H -1.5065 -2.1122 0.4857
C -1.2577 0.7258 3.8765
C 0.0000 -0.0004 3.3828
C 1.2569 0.7268 3.8774
C 0.0007 -1.4510 3.8837
O 0.0000 -0.0004 1.9628
H -1.2898 0.7456 4.9874
H -2.1701 0.2125 3.5037
H -1.2709 1.7720 3.5020
H 1.2883 0.7466 4.9883
H 2.1700 0.2141 3.5056
H 1.2695 1.7731 3.5032
H -0.9003 -1.9870 3.5155
H 0.9003 -1.9867 3.5119
H 0.0022 -1.4832 4.9947
```